Below is C4H10OS as an isolated structure in a non-equilibrium geometry, with properties calculated with ωB97M-V/def2-TZVPD.

Element x y z (Å)
C (1.771, -1.446, 0.195)
C (0.505, -0.899, -0.637)
C (-0.210, -0.133, 0.355)
C (0.563, 1.107, 0.695)
H (1.851, -2.493, -0.260)
H (1.337, -1.505, 1.350)
H (2.648, -0.885, 0.081)
H (0.696, -0.366, -1.606)
H (-0.438, -1.634, -0.567)
H (-0.216, -0.801, 1.171)
H (-2.443, -1.018, 0.745)
H (1.387, 1.059, 1.278)
H (-0.156, 1.916, 1.138)
H (1.991, 2.361, -0.520)
O (1.103, 1.506, -0.565)
S (-1.954, -0.028, -0.121)

The LUMO energy comes out at 0.014 hartree. The energy above the lowest of the compared OMol25 structures with the same formula, charge and spin is 385.09 kJ/mol. Its spin multiplicity is 1. For the frontier orbital gap, the calculation gives 9.4 eV. The calculation puts the highest occupied orbital energy at -8.973 eV. For the max |F|, the calculation gives 0.12086 hartree/bohr.

Löwdin atomic charge list, values in e, 5 entries: -0.067 -0.308 -0.800 -0.295 0.082


Below is an isolated ion of composition C2H4O2PS and charge -1 in a non-equilibrium geometry, with properties calculated with ωB97M-V/def2-TZVPD.

Element x y z (Å)
C (1.605, 0.318, 0.761)
C (0.798, -0.193, -0.178)
O (-1.007, 1.723, 0.068)
O (-1.504, -0.155, -1.672)
P (-0.984, 0.280, -0.134)
S (-2.046, -0.979, 1.046)
H (2.711, 0.033, 0.793)
H (1.136, 1.250, 1.313)
H (0.917, -1.198, -0.602)
H (-1.625, -1.079, -1.396)

The LUMO energy (spin up / spin down) comes out at 0.137 / 0.048 hartree. The energy above the lowest of the compared OMol25 structures with the same formula, charge and spin is 0.00 kJ/mol. Its spin multiplicity is 3. Its net charge is -1. For the frontier orbital gap (spin up / spin down), the calculation gives 5.4 / 5.7 eV. The calculation puts the highest occupied orbital energy (spin up / spin down) at -1.663 / -4.440 eV. For the max |F|, the calculation gives 0.17779 hartree/bohr.

Löwdin atomic charge list, values in e, 5 entries: -0.157 -0.353 -0.418 -0.300 -0.026


Below is a 3-piece molecular cluster, C26H53Cl2F3O7PSSi overall in a non-equilibrium geometry, with properties calculated with ωB97M-V/def2-TZVPD.

Element x y z (Å)
C (0.969, -2.101, 0.644)
C (0.837, -1.682, -0.705)
P (0.791, -1.179, -2.589)
C (-1.040, -1.768, -2.487)
C (-2.039, -0.677, -1.699)
C (-3.627, -1.118, -1.981)
C (-4.474, 0.024, -2.811)
C (-4.589, 1.474, -2.032)
C (-5.304, 2.571, -3.050)
C (-4.366, 3.931, -3.265)
C (2.524, -0.389, -2.242)
C (2.642, 1.216, -2.506)
O (4.066, 1.443, -2.922)
Si (4.680, 2.970, -2.327)
C (6.533, 3.064, -2.977)
C (4.812, 3.028, -0.401)
C (3.781, 4.490, -3.112)
C (0.590, -0.432, -4.340)
Cl (-1.096, 0.345, -4.765)
C (1.540, -0.286, -5.426)
C (3.038, -0.790, -5.396)
Cl (1.050, 0.565, -7.053)
S (1.531, -3.079, -3.240)
O (1.317, -3.371, -4.780)
O (3.017, -3.404, -2.855)
C (0.653, -4.619, -2.517)
F (0.787, -4.768, -1.060)
F (1.475, -5.757, -3.090)
F (-0.701, -4.840, -3.072)
H (1.483, -2.620, 1.589)
H (0.266, 0.105, -2.094)
H (-1.459, -2.140, -3.504)
H (-1.128, -2.700, -1.742)
H (-1.839, -0.699, -0.526)
H (-1.885, 0.425, -2.051)
H (-3.652, -2.119, -2.602)
H (-4.140, -1.254, -0.916)
H (-4.056, 0.202, -3.898)
H (-5.590, -0.362, -2.943)
H (-3.519, 1.874, -1.704)
H (-5.279, 1.405, -1.079)
H (-5.479, 2.125, -4.129)
H (-6.334, 2.977, -2.605)
H (-4.796, 4.561, -4.158)
H (-4.430, 4.517, -2.238)
H (-3.250, 3.667, -3.523)
H (3.427, -0.911, -2.729)
H (2.755, -0.481, -1.068)
H (1.883, 1.706, -3.230)
H (2.541, 1.805, -1.472)
H (6.896, 4.162, -3.156)
H (6.522, 2.491, -4.024)
H (7.254, 2.434, -2.273)
H (5.526, 3.926, -0.070)
H (3.736, 3.182, 0.038)
H (5.265, 1.995, -0.017)
H (3.322, 5.164, -2.272)
H (2.978, 4.084, -3.869)
H (4.566, 5.094, -3.778)
H (3.399, -1.669, -4.753)
H (3.756, 0.133, -5.147)
H (3.348, -1.082, -6.514)
C (-1.273, 2.204, 1.154)
O (-1.861, 0.953, 1.490)
C (-1.229, 0.345, 2.621)
C (-2.091, 0.485, 3.878)
O (-2.143, 1.845, 4.321)
C (-3.381, 2.468, 3.999)
H (-1.889, 2.677, 0.385)
H (-1.226, 2.871, 2.020)
H (-0.269, 2.047, 0.750)
H (-0.226, 0.760, 2.783)
H (-1.119, -0.719, 2.387)
H (-1.631, -0.094, 4.686)
H (-3.099, 0.086, 3.710)
H (-4.183, 2.039, 4.608)
H (-3.622, 2.361, 2.938)
H (-3.300, 3.534, 4.232)
C (1.086, -3.268, 9.264)
O (-0.228, -3.682, 8.906)
C (-0.988, -2.622, 8.318)
C (-1.095, -2.794, 6.801)
O (0.169, -2.579, 6.166)
C (0.785, -3.798, 5.766)
H (1.654, -4.151, 9.568)
H (1.601, -2.796, 8.422)
H (1.040, -2.574, 10.108)
H (-0.564, -1.643, 8.574)
H (-1.993, -2.677, 8.749)
H (-1.780, -2.035, 6.408)
H (-1.502, -3.780, 6.544)
H (0.227, -4.241, 4.935)
H (0.845, -4.509, 6.594)
H (1.799, -3.574, 5.424)

The LUMO energy comes out at 0.082 hartree. The energy above the lowest of the compared OMol25 structures with the same formula, charge and spin is 1058.61 kJ/mol. Its spin multiplicity is 1. Its net charge is -1. For the frontier orbital gap, the calculation gives 8.0 eV. The calculation puts the highest occupied orbital energy at -5.752 eV. For the max |F|, the calculation gives 0.23251 hartree/bohr.

Löwdin atomic charge list, values in e, 5 entries: -0.004 -0.243 0.390 -0.372 -0.234


Below is an isolated molecule of C5H10ClO2P in a non-equilibrium geometry, with properties calculated with ωB97M-V/def2-TZVPD.

Element x y z (Å)
C (1.747, 0.000, -1.852)
C (1.482, 0.267, -0.610)
Cl (2.714, 0.668, 0.548)
P (-0.275, 0.239, -0.064)
O (-1.195, 0.388, -1.171)
C (-0.470, -1.232, 1.016)
C (-0.387, -2.521, 0.311)
O (-0.195, 1.511, 1.053)
C (-0.520, 2.767, 0.508)
H (2.736, -0.157, -2.249)
H (0.935, -0.581, -2.421)
H (0.167, -0.912, 1.888)
H (-1.504, -1.235, 1.478)
H (-1.042, -2.394, -0.578)
H (0.618, -2.823, -0.037)
H (-0.762, -3.273, 0.879)
H (0.293, 3.550, 0.159)
H (-1.143, 3.366, 1.197)
H (-1.182, 2.631, -0.336)

The LUMO energy comes out at 0.029 hartree. The structure (SMILES) is C=C(Cl)[P@@](=O)(CC)OC. The energy above the lowest of the compared OMol25 structures with the same formula, charge and spin is 0.00 kJ/mol. Its spin multiplicity is 1. For the frontier orbital gap, the calculation gives 11.0 eV. The calculation puts the highest occupied orbital energy at -10.155 eV. For the max |F|, the calculation gives 0.07366 hartree/bohr.

Löwdin atomic charge list, values in e, 5 entries: -0.059 -0.806 0.644 0.595 -0.279


Below is an isolated molecule of C3H6FNO2S in a non-equilibrium geometry, with properties calculated with ωB97M-V/def2-TZVPD.

Element x y z (Å)
N (-1.242, -1.303, -0.708)
S (-1.271, -0.033, 0.380)
O (-2.077, -0.396, 1.495)
O (-1.647, 1.130, -0.283)
C (0.476, 0.082, 0.778)
F (0.850, -0.210, 2.153)
C (1.063, 1.282, 0.147)
C (1.437, -0.085, -0.342)
H (-1.685, -2.145, -0.527)
H (-1.309, -1.122, -1.781)
H (1.751, 1.970, 0.643)
H (0.296, 1.755, -0.547)
H (0.954, -0.327, -1.311)
H (2.403, -0.600, -0.097)

The LUMO energy comes out at 0.018 hartree. The structure (SMILES) is NS(=O)(=O)C1(F)CC1. The energy above the lowest of the compared OMol25 structures with the same formula, charge and spin is 50.47 kJ/mol. Its spin multiplicity is 1. For the frontier orbital gap, the calculation gives 11.4 eV. The calculation puts the highest occupied orbital energy at -10.894 eV. For the max |F|, the calculation gives 0.07788 hartree/bohr.

Löwdin atomic charge list, values in e, 5 entries: -0.081 0.599 -0.262 -0.268 -0.456